Record 1
{
  "formula": "C14H34NO3P2SiV",
  "method": "wB97M-V/def2-TZVPD",
  "e_lumo_ev": [-4.03, -3.44],
  "energy_ha": -2750.352502,
  "s_squared": 0.77,
  "spin_multiplicity": 2,
  "total_charge": 1,
  "elements": ["C", "C", "N", "C", "C", "C", "C", "P", "V", "P", "C", "O", "O", "H", "H", "H", "C", "C", "H", "H", "H", "H", "C", "C", "H", "H", "H", "H", "H", "H", "H", "H", "H", "H", "H", "H", "H", "H", "H", "H", "H", "H", "C", "Si", "C", "C", "O", "H", "H", "H", "H", "H", "H", "H", "H", "H"],
  "coordinates": [[0.9808, -1.2569, -4.0333], [0.9882, -0.8376, -2.6942], [-0.1559, -0.6770, -1.9984], [-1.3316, -1.0426, -2.5379], [-1.4065, -1.4317, -3.8744], [-0.2440, -1.5329, -4.6255], [2.3065, -0.3913, -2.0801], [2.2218, -0.2740, -0.2422], [-0.0908, -0.2732, 0.2088], [-2.3832, -0.1001, -0.1561], [-2.6020, -1.0475, -1.7005], [2.0377, 2.6478, -3.1450], [-0.8134, 2.7138, -2.3442], [1.9334, -1.3264, -4.5541], [-2.4092, -1.6532, -4.2420], [-0.3018, -1.8152, -5.6657], [3.1142, -1.7385, 0.3404], [3.3467, 1.0938, 0.1001], [-3.4442, -0.5864, -2.2466], [-2.9127, -2.0666, -1.4068], [2.5570, 0.5998, -2.4944], [3.1044, -1.1241, -2.3593], [-3.4767, -0.8534, 1.0538], [-3.1121, 1.4984, -0.5722], [-0.4676, 2.6852, -1.4479], [-0.8712, 3.6762, -2.4441], [1.0766, 2.6664, -3.0343], [2.2530, 2.3546, -4.0411], [-0.1101, -1.8231, 0.3779], [0.0695, 1.2732, 0.1478], [4.1460, -1.7057, -0.0484], [3.0948, -1.7429, 1.4449], [2.5816, -2.6258, -0.0319], [4.3865, 0.7899, -0.0596], [3.1014, 1.9287, -0.5651], [3.2266, 1.4240, 1.1351], [-4.1300, 1.3593, -0.9627], [-3.1407, 2.1013, 0.3434], [-2.4795, 2.0024, -1.3190], [-4.5197, -0.7076, 0.7382], [-3.2428, -1.9250, 1.1163], [-3.2881, -0.3901, 2.0354], [-1.5045, 0.8946, 4.2976], [0.0224, 0.0328, 3.6378], [1.5877, 0.8646, 4.2423], [0.0090, -1.7548, 4.1859], [-0.0124, 0.1276, 2.0622], [-1.4755, 0.9172, 5.3927], [-2.4347, 0.3951, 4.0045], [-1.5638, 1.9334, 3.9517], [1.6346, 0.8402, 5.3366], [2.4939, 0.3738, 3.8689], [1.6345, 1.9178, 3.9407], [-0.8906, -2.2902, 3.8619], [0.8750, -2.3191, 3.8220], [0.0315, -1.7991, 5.2803]],
  "lowdin_spin": [0.00, 0.00, 0.00, 0.00, 0.00, 0.00, 0.00, 0.00, 1.07, 0.02, 0.01, 0.00, 0.00, 0.00, 0.00, 0.00, 0.00, 0.00, 0.00, 0.00, 0.00, 0.00, 0.00, 0.01, 0.00, 0.00, 0.00, 0.00, -0.01, -0.01, 0.00, 0.00, 0.00, 0.00, 0.00, 0.00, 0.00, 0.00, 0.00, 0.00, 0.00, 0.00, 0.00, -0.01, 0.00, 0.00, -0.06, 0.00, 0.00, 0.00, 0.00, 0.00, 0.00, 0.00, 0.00, 0.00]
}

=====

Record 2
{
  "formula": "C24H60N4O8",
  "method": "wB97M-V/def2-TZVPD",
  "e_lumo_ev": 0.59,
  "smiles": "COCCNCCOC.COCCNCCOC.COCCNCCOC.COCCNCCOC",
  "energy_ha": -1771.027049,
  "relative_energy_ev": 7.994,
  "spin_multiplicity": 1,
  "elements": ["C", "O", "C", "C", "N", "C", "C", "O", "C", "H", "H", "H", "H", "H", "H", "H", "H", "H", "H", "H", "H", "H", "H", "H", "C", "O", "C", "C", "N", "C", "C", "O", "C", "H", "H", "H", "H", "H", "H", "H", "H", "H", "H", "H", "H", "H", "H", "H", "C", "O", "C", "C", "N", "C", "C", "O", "C", "H", "H", "H", "H", "H", "H", "H", "H", "H", "H", "H", "H", "H", "H", "H", "C", "O", "C", "C", "N", "C", "C", "O", "C", "H", "H", "H", "H", "H", "H", "H", "H", "H", "H", "H", "H", "H", "H", "H"],
  "coordinates": [[-3.8127, 11.6502, 7.8599], [-2.4954, 12.0658, 7.5208], [-2.2024, 12.5544, 6.1648], [-2.6377, 14.0365, 6.0728], [-4.0375, 14.4076, 5.7274], [-4.0752, 15.8219, 5.4986], [-5.5824, 16.2458, 5.5968], [-6.4535, 15.8091, 4.5734], [-7.8298, 16.2314, 4.5067], [-4.1615, 10.7375, 7.3768], [-4.6150, 12.3848, 7.7902], [-3.6111, 11.3447, 8.8866], [-2.8631, 11.9784, 5.5168], [-1.1533, 12.3316, 5.9706], [-2.0514, 14.3944, 5.2264], [-2.2555, 14.3914, 7.0299], [-4.3732, 13.7495, 5.0387], [-3.8195, 16.1857, 4.5035], [-3.6082, 16.3322, 6.3409], [-5.5374, 17.3349, 5.5934], [-6.0504, 15.9397, 6.5324], [-7.9851, 17.3103, 4.5080], [-8.3491, 15.6944, 5.3005], [-8.1959, 15.8533, 3.5522], [0.2793, 3.6352, -3.4420], [0.6082, 4.4454, -2.3496], [-0.0162, 5.7311, -2.1945], [-1.3767, 5.5184, -1.5196], [-2.2484, 6.6530, -1.4712], [-1.8307, 7.7175, -0.5017], [-2.5612, 9.0595, -0.6158], [-1.6325, 10.1750, -0.4458], [-2.2398, 11.4798, -0.6698], [0.6233, 4.0109, -4.4056], [-0.7967, 3.5510, -3.5943], [0.7438, 2.6531, -3.3542], [-0.0872, 6.2343, -3.1588], [0.6424, 6.2180, -1.4753], [-1.1416, 5.2243, -0.4967], [-1.8812, 4.6704, -1.9827], [-3.0318, 6.2263, -0.9976], [-0.7842, 7.9570, -0.6901], [-1.9792, 7.3797, 0.5240], [-3.2857, 9.0976, 0.1977], [-3.0074, 9.0982, -1.6096], [-2.1516, 11.6074, -1.7487], [-1.6157, 12.3003, -0.3155], [-3.2426, 11.5242, -0.2449], [-1.2456, 17.2892, 2.0433], [-0.1957, 16.3255, 1.8990], [-0.5867, 14.9790, 1.7620], [0.5373, 14.0694, 1.7312], [0.8864, 13.5949, 3.0961], [1.5122, 12.2812, 2.9017], [0.5261, 11.1967, 2.5688], [1.3025, 10.0807, 2.8518], [0.4234, 8.9639, 2.6180], [-1.2493, 18.1239, 1.3422], [-1.1782, 17.7979, 3.0050], [-2.2115, 16.7841, 2.0359], [-1.1723, 14.8973, 0.8463], [-1.2330, 14.7170, 2.5997], [1.3813, 14.5555, 1.2417], [0.1624, 13.1904, 1.2069], [1.4980, 14.3046, 3.4736], [2.0338, 11.9331, 3.7932], [2.2676, 12.3157, 2.1166], [0.2599, 11.1571, 1.5125], [-0.3762, 11.2803, 3.1744], [0.3028, 8.8110, 1.5455], [-0.5084, 9.1282, 3.1591], [1.1459, 8.1871, 2.8685], [5.5379, 10.9447, -0.8543], [5.0879, 10.2343, 0.2994], [3.7422, 9.7469, 0.3880], [3.3252, 8.6450, -0.6164], [2.9936, 9.3240, -1.9205], [2.7336, 8.3236, -2.9802], [2.7896, 8.9276, -4.3694], [4.0532, 9.3370, -4.7845], [4.1554, 10.1419, -5.9551], [5.8070, 10.1886, -1.5918], [6.3438, 11.6394, -0.6179], [4.6682, 11.5207, -1.1708], [3.1463, 10.6520, 0.2700], [3.6314, 9.4717, 1.4369], [2.4180, 8.1186, -0.3195], [4.1840, 7.9770, -0.5510], [3.7043, 9.9818, -2.2074], [1.7050, 7.9908, -2.8412], [3.3521, 7.4296, -3.0601], [2.0415, 9.7047, -4.5262], [2.4904, 8.1499, -5.0722], [3.8004, 11.1652, -5.8328], [3.4594, 9.6560, -6.6390], [5.1255, 10.3073, -6.4238]],
  "lowdin_charge": [-0.12, -0.22, -0.16, -0.20, -0.06, -0.20, -0.23, -0.22, -0.08, 0.08, 0.08, 0.09, 0.11, 0.12, 0.10, 0.12, 0.11, 0.11, 0.13, 0.11, 0.12, 0.08, 0.08, 0.08, -0.13, -0.20, -0.19, -0.24, -0.06, -0.18, -0.19, -0.23, -0.08, 0.08, 0.08, 0.09, 0.12, 0.11, 0.12, 0.12, 0.10, 0.11, 0.11, 0.11, 0.12, 0.09, 0.06, 0.09, -0.09, -0.18, -0.27, -0.21, -0.03, -0.21, -0.27, -0.20, -0.07, 0.08, 0.08, 0.08, 0.12, 0.12, 0.14, 0.10, 0.11, 0.13, 0.11, 0.11, 0.12, 0.07, 0.09, 0.10, -0.09, -0.21, -0.21, -0.16, -0.03, -0.20, -0.26, -0.19, -0.09, 0.09, 0.09, 0.08, 0.11, 0.12, 0.10, 0.12, 0.06, 0.10, 0.12, 0.12, 0.12, 0.08, 0.08, 0.09]
}

=====

Record 3
{
  "formula": "C9H20NO2Sn",
  "method": "wB97M-V/def2-TZVPD",
  "e_lumo_ev": -5.29,
  "energy_ha": -774.062789,
  "relative_energy_ev": 0.672,
  "spin_multiplicity": 1,
  "total_charge": 1,
  "elements": ["Sn", "C", "C", "C", "C", "C", "C", "N", "O", "C", "C", "C", "H", "H", "H", "H", "H", "H", "H", "H", "H", "H", "H", "H", "H", "H", "H", "H", "H", "H", "O", "H", "H"],
  "coordinates": [[1.5874, 0.7868, 2.5682], [2.0424, 1.1657, -0.2717], [0.7626, 0.5540, -0.8541], [1.2537, -0.7592, -1.5904], [-0.0422, -1.5391, -1.9922], [-0.7634, -1.9298, -0.6985], [-1.2022, -0.7880, 0.2519], [-0.1091, 0.2066, 0.3547], [-0.4806, 1.2890, 1.3076], [-1.4624, -1.6239, 1.5455], [-2.5330, -0.1520, -0.3745], [0.3069, 1.6006, -1.8185], [1.9517, 2.2264, -0.0374], [2.9679, 1.2822, -0.8356], [2.2130, 0.6725, 0.6852], [1.9055, -1.3981, -0.9945], [1.8487, -0.4624, -2.4541], [0.2141, -2.4699, -2.4983], [-0.7244, -0.9455, -2.6007], [-0.0979, -2.6968, -0.3024], [-1.6182, -2.4940, -1.0716], [-1.9786, -2.5703, 1.3842], [-1.9482, -1.0280, 2.3182], [-0.4787, -1.8761, 1.9418], [-3.2089, 0.3943, 0.2834], [-3.1961, -0.7959, -0.9522], [-2.2323, 0.6108, -1.0927], [0.0730, 1.1706, -2.7924], [0.8794, 2.5256, -1.8860], [-0.6788, 1.9780, -1.5463], [1.4019, 2.0739, 4.4731], [1.1616, 2.9985, 4.5336], [2.1854, 1.9935, 5.0170]],
  "lowdin_charge": [1.59, -0.13, -0.47, -0.10, -0.16, -0.18, -0.46, -0.17, -0.31, -0.04, 0.00, -0.03, 0.08, 0.12, -0.13, 0.12, 0.12, 0.12, 0.11, 0.12, 0.12, 0.09, 0.08, 0.06, 0.08, 0.08, 0.06, 0.09, 0.09, 0.08, -0.18, 0.09, 0.07]
}